Below is an isolated molecule of C4H4N2O2 in a non-equilibrium geometry, with properties calculated with the ωB97M-V functional and the def2-TZVPD basis.

Bonds (Å) are listed after each position.
Cartesian coordinates (Å):
1 C 1.374 -0.067 -0.437  C4 1.451, H5 1.257, H6 1.062, O11 1.394
2 C -0.644 0.467 0.656  C4 1.394, N9 1.488, N10 1.378
3 C -0.885 -1.497 -0.344  C4 1.423, H8 1.055, O12 1.316
4 C 0.098 -0.550 0.057  C1 1.451, C2 1.394, C3 1.423
5 H 2.257 -0.134 0.457  C1 1.257
6 H 1.592 -0.433 -1.410  C1 1.062
7 H -0.340 2.526 0.350  N9 1.131
8 H -0.765 -2.384 -0.904  C3 1.055
9 N 0.216 1.667 0.833  C2 1.488, H7 1.131, O11 1.538
10 N -1.977 0.268 0.943  C2 1.378, O12 1.643
11 O 1.136 1.303 -0.345  C1 1.394, N9 1.538
12 O -2.061 -1.165 0.143  C3 1.316, N10 1.643

Properties
Energy: -11281.806 eV
Relative energy (zero: lowest compared OMol25 entry of this formula, charge and spin): 155.3 kcal/mol
SMILES string: c1onc2c1CON2
Spin multiplicity: 1
Lowest unoccupied orbital energy: 0.3 eV
HOMO-LUMO gap: 9.68 eV